Record 1
Entry from the OMol25 dataset: 2 unconnected molecules or ions with the total composition ClFN2O3 in a non-equilibrium geometry (the ωB97M-V functional and the def2-TZVPD basis).

Output
Molar mass: 130.46 g mol⁻¹
Net charge: 0
Spin multiplicity: 1
LUMO energy (spin up / spin down): -0.10190 / -0.09308 hartree
ΔE to the lowest compared entry with this formula, charge and spin: 2.801 eV

CARTESIAN COORDINATES (ANGSTROEM)
N (1.18006, -0.21177, -0.39881)
N (-0.37498, -0.38423, 0.83673)
O (1.09036, 0.81346, -0.85374)
O (1.80615, -1.17479, -0.36867)
O (-1.07775, 0.59018, 0.95703)
F (-1.07473, -1.60288, 0.27464)
Cl (-1.54913, 1.97004, -0.44719)

***

Record 2
Entry from the OMol25 dataset: a molecular structure, C7H12 (the ωB97M-V functional and the def2-TZVPD basis).

Output
Molar mass: 96.17 g mol⁻¹
Net charge: 0
Spin multiplicity: 1
LUMO energy: 0.04123 hartree
ΔE to the lowest compared entry with this formula, charge and spin: 1.706 eV

CARTESIAN COORDINATES (ANGSTROEM)
C (-2.55677, -0.25635, 0.09356)
C (-1.04951, -0.19142, 0.00294)
C (-0.22104, 0.61509, -1.03768)
C (0.92399, 0.35458, -0.05926)
C (1.74442, -0.88142, -0.20875)
C (2.40233, 0.46236, 0.05642)
C (-0.08722, 0.35986, 1.07919)
H (-2.92746, -0.82489, -0.76911)
H (-3.05985, 0.71337, 0.11797)
H (-2.82776, -0.82074, 0.99556)
H (-0.72488, -1.23089, -0.12060)
H (-0.13807, 0.22494, -2.05632)
H (-0.51542, 1.67334, -1.06457)
H (1.87767, -1.26938, -1.21852)
H (1.59211, -1.65426, 0.54517)
H (2.99145, 0.88110, -0.75664)
H (2.77934, 0.70116, 1.05037)
H (-0.30946, 1.39255, 1.38128)
H (0.10614, -0.24900, 1.96901)

***

Record 3
Entry from the OMol25 dataset: a single CH4F2Si molecule in a non-equilibrium geometry (the ωB97M-V functional and the def2-TZVPD basis).

Output
Molar mass: 82.12 g mol⁻¹
Net charge: 0
SMILES: C[SiH](F)F
Spin multiplicity: 1
LUMO energy: 0.03844 hartree
ΔE to the lowest compared entry with this formula, charge and spin: 0.095 eV

CARTESIAN COORDINATES (ANGSTROEM)
C (0.41127, 0.88367, 0.00710)
Si (-0.18372, -0.85983, -0.06601)
F (-1.18254, -1.05532, -1.23599)
F (-1.16818, -1.04308, 1.12732)
H (-0.45910, 1.36372, 0.54013)
H (1.26633, 1.15675, 0.48749)
H (0.51363, 1.42445, -0.99702)
H (0.80232, -1.87034, 0.13698)

***

Record 4
Entry from the OMol25 dataset: 2 unconnected molecules or ions with the total composition C4H12OSi in a non-equilibrium geometry (the ωB97M-V functional and the def2-TZVPD basis).

Output
Molar mass: 104.22 g mol⁻¹
Net charge: 0
Spin multiplicity: 1
LUMO energy: 0.00383 hartree
ΔE to the lowest compared entry with this formula, charge and spin: 5.735 eV

CARTESIAN COORDINATES (ANGSTROEM)
C (-1.82254, 1.40005, -0.19241)
C (1.19629, -1.67332, 0.91178)
C (1.21586, -0.46207, -1.97323)
C (-1.14221, 0.23128, 0.48739)
O (-0.98545, 0.55551, 1.83561)
Si (0.61781, -0.27892, -0.12621)
H (-2.63225, 1.28279, -0.98683)
H (-2.26259, 2.07963, 0.49033)
H (-0.96733, 2.08343, -0.64153)
H (0.84558, -1.80226, 1.97686)
H (0.95400, -2.64428, 0.50482)
H (2.23970, -1.88198, 1.05499)
H (1.85631, -1.38545, -1.80188)
H (0.32659, -0.50913, -2.63843)
H (1.73620, 0.50552, -2.22573)
H (-1.90649, -0.65080, 0.54939)
H (-0.30091, 1.26728, 1.74524)
H (1.03141, 1.88271, 1.02981)

***

Electronic energy: -24352.97973, -7451.72547, -14417.86625, -14264.00243 (eV)